Entry 1:
Here is a cluster of 2 separate species, C9H20FN2O3 in total from the OMol25 dataset. Energies are from ωB97M-V/def2-TZVPD.

Calculated values
Kohn-Sham gap ... 10.43 eV
Total charge ... +1
Lowest unoccupied orbital energy ... -2.76 eV
E_HOMO ... -0.4848 hartree

Last column: Mulliken charge in e.
CARTESIAN COORDINATES (ANGSTROEM)
C: -0.1168 2.2288 0.0532  -0.53
C: -1.2501 2.0077 -0.9088  0.68
O: -2.3210 2.5310 -0.7991  -0.51
O: -1.0873 1.0668 -1.9247  -0.53
C: 0.1800 0.8615 -2.5600  -1.26
C: 0.6555 -0.6078 -2.5108  1.68
N: 1.3756 -0.8387 -3.7500  -0.72
C: 1.4768 -0.9821 -1.2345  -0.92
C: 0.5127 -1.7139 -0.2652  -0.07
N: -0.7895 -1.5212 -0.9643  0.52
F: -1.7752 -2.3866 -0.5723  -0.19
C: -0.5346 -1.5684 -2.4227  -1.15
H: 0.6750 1.4968 -0.0411  0.11
H: 0.3019 3.2270 -0.0670  0.37
H: -0.5423 2.1816 1.0517  0.13
H: 0.9351 1.5469 -2.1787  0.49
H: 0.0361 1.0876 -3.6161  0.52
H: 2.0333 -0.0900 -3.9241  0.27
H: 1.8708 -1.7193 -3.7601  0.30
H: 1.9858 -0.1633 -0.7365  0.33
H: 2.2493 -1.6953 -1.5117  0.27
H: 0.7288 -2.7743 -0.1710  0.40
H: 0.4474 -1.2646 0.7206  -0.15
H: -1.1297 -0.5802 -0.7318  0.12
H: -1.4365 -1.2588 -2.9379  0.39
H: -0.2216 -2.5823 -2.6649  0.44
C: -1.0628 -0.0973 4.7772  -1.16
C: 0.0112 0.3405 3.8014  0.24
O: -0.1035 1.7151 3.4391  -0.50
H: -2.0537 0.0828 4.3609  0.31
H: -0.9690 -1.1572 5.0147  0.33
H: -0.9842 0.4658 5.7083  0.36
H: -0.0799 -0.2191 2.8674  -0.16
H: 1.0058 0.1446 4.2149  0.31
H: -0.0232 2.2361 4.2439  0.29



Entry 2:
Here is a structure of composition C15H33N9O2SW from the OMol25 dataset. Energies are from ωB97M-V/def2-TZVPD.

Calculated values
Kohn-Sham gap (alpha / beta) ... 4.78 / 4.77 eV
Total charge ... +4
Lowest unoccupied orbital energy (alpha / beta) ... -15.59 / -15.60 eV
E_HOMO (alpha / beta) ... -0.7486 / -0.7486 hartree

Last column: Mulliken charge in e.
CARTESIAN COORDINATES (ANGSTROEM)
W: 0.7669 0.3613 0.6205  0.72
N: 0.2161 -1.4306 -0.2131  -0.12
N: 1.0095 -2.5580 -0.1428  -0.49
C: 2.1617 -2.4124 0.5811  0.75
N: 2.8824 -3.5512 0.7348  -0.41
S: 2.6536 -0.9670 1.2318  -0.42
H: -0.8575 -1.6039 0.1673  -0.13
H: -0.0743 -1.1639 -1.2957  0.61
H: 0.6017 -3.4863 -0.2021  0.32
H: 2.8166 -4.2737 0.0324  0.28
H: 3.7911 -3.4399 1.1699  0.29
N: 2.2772 1.6416 1.1545  -0.19
C: 2.0776 1.7684 2.5938  -0.62
C: 1.7243 0.4011 3.2038  -0.53
N: 0.5058 -0.1220 2.5963  -0.47
H: 3.1915 1.1711 0.9634  0.49
H: 2.2144 2.5642 0.6671  0.43
H: 1.2658 2.4795 2.7848  0.36
H: 2.9840 2.1684 3.0602  0.48
H: 1.5890 0.4930 4.2865  0.55
H: 2.5454 -0.3040 3.0316  0.35
H: -0.3239 0.4025 2.9572  0.25
H: 0.4018 -1.1509 2.7490  0.43
O: 0.0368 1.3967 -0.8506  -0.31
N: 0.6162 1.4581 -1.9406  -0.64
N: 1.7650 0.7523 -1.9865  0.64
O: 2.1228 0.0698 -0.8183  -0.30
C: 2.5956 0.6844 -3.1508  0.77
C: 3.7904 -0.0594 -3.1738  -0.12
C: 4.5990 -0.1225 -4.3148  -0.81
C: 4.2300 0.5615 -5.4689  -0.38
C: 3.0546 1.3064 -5.4800  -0.75
C: 2.2503 1.3653 -4.3350  -0.25
H: 4.0932 -0.5999 -2.2798  0.35
H: 5.5123 -0.7082 -4.2884  0.43
H: 4.8555 0.5138 -6.3543  0.46
H: 2.7549 1.8448 -6.3734  0.45
H: 1.3378 1.9536 -4.3691  0.46
C: -3.6054 -0.8855 -1.2630  -0.91
C: -3.4087 -1.4739 0.1256  -0.41
N: -3.4946 -0.4418 1.1694  0.27
C: -4.7820 -0.3099 1.8507  -0.60
C: -5.6261 0.8014 1.2477  -0.89
C: -2.3851 0.3416 1.4529  1.06
C: -2.4320 1.3818 2.5564  -1.53
N: -1.2846 0.2111 0.7784  -0.89
H: -3.4861 -1.6654 -2.0219  0.39
H: -2.8803 -0.0938 -1.4751  0.21
H: -4.6065 -0.4608 -1.3768  0.30
H: -2.4403 -1.9862 0.1776  0.39
H: -4.1600 -2.2555 0.2908  0.41
H: -4.6361 -0.1266 2.9201  0.37
H: -5.3457 -1.2491 1.7955  0.38
H: -5.1128 1.7663 1.2796  0.24
H: -6.5659 0.9007 1.8002  0.40
H: -5.8746 0.5916 0.2038  0.27
H: -2.8029 0.9366 3.4825  0.54
H: -3.0837 2.2055 2.2569  0.43
H: -1.4361 1.7873 2.7566  0.21
H: -0.5665 0.8782 1.1001  -0.21
H: -0.0191 1.7423 1.3441  0.62



Entry 3:
Here is a structure of composition C2H2LiO2Ru from the OMol25 dataset. Energies are from ωB97M-V/def2-TZVPD.

Calculated values
Kohn-Sham gap (alpha / beta) ... 3.44 / 7.83 eV
Total charge ... +2
Multiplicity ... 6
Lowest unoccupied orbital energy (alpha / beta) ... -11.96 / -11.52 eV
E_HOMO (alpha / beta) ... -0.5660 / -0.7111 hartree

Last column: Mulliken charge in e.
CARTESIAN COORDINATES (ANGSTROEM)
C: -1.4408 0.9796 -0.2667  -0.09
C: -0.3966 0.3344 0.3488  0.30
O: -0.1820 -0.9731 0.0690  -0.57
O: -1.3661 1.2379 -1.5911  -0.07
H: -2.4112 0.9339 0.2656  0.34
Ru: 3.8533 -1.6308 -0.7236  0.94
Li: 1.6400 -1.7555 0.9005  0.87
H: 0.3035 0.8736 0.9975  0.28



Entry 4:
Here is a structure of composition C5H12ClN3O2 from the OMol25 dataset. Energies are from ωB97M-V/def2-TZVPD.

Calculated values
Kohn-Sham gap ... 9.17 eV
Total charge ... 0
Lowest unoccupied orbital energy ... 0.30 eV
E_HOMO ... -0.3258 hartree

Last column: Mulliken charge in e.
CARTESIAN COORDINATES (ANGSTROEM)
C: -1.2267 0.2272 -1.4486  -1.12
C: -0.9768 2.8183 -0.1086  -0.76
C: 0.7474 -1.7568 0.4290  -0.44
C: 1.8773 -2.7153 0.0525  -0.38
C: -0.0996 0.5483 0.0718  0.00
N: 0.1919 1.8892 0.0255  -0.36
N: 1.0073 -0.3404 0.0837  -0.19
N: -1.0315 0.2324 1.2058  1.08
O: -2.0364 -0.4630 1.1500  -0.59
O: -0.6256 0.8391 2.1757  -0.59
Cl: 2.6473 -3.1984 1.5895  -0.20
H: -0.7941 0.8100 -2.2481  0.29
H: -1.1452 -0.8305 -1.6302  0.39
H: -2.3333 0.4823 -1.1057  0.39
H: -1.3703 3.0379 0.9144  0.24
H: -0.5102 3.8819 -0.5026  0.30
H: -1.7502 2.2647 -0.7130  0.26
H: 0.6610 -1.8614 1.5020  0.32
H: -0.1378 -2.0371 -0.2299  0.24
H: 2.6491 -2.2024 -0.6176  0.30
H: 1.4605 -3.7429 -0.4058  0.27
H: 0.9749 2.1234 -0.6567  0.32
H: 1.8209 -0.0063 0.4670  0.23



Entry 5:
Here is a structure of composition CF3MgNO4S3Sr from the OMol25 dataset. Energies are from ωB97M-V/def2-TZVPD.

Calculated values
Kohn-Sham gap ... 6.37 eV
Total charge ... 0
Lowest unoccupied orbital energy ... -1.60 eV
E_HOMO ... -0.2928 hartree

Last column: Mulliken charge in e.
CARTESIAN COORDINATES (ANGSTROEM)
Sr: -2.3488 -1.6745 0.2463  1.82
N: -1.3971 0.1351 1.1234  -1.11
S: -0.1192 0.8367 0.8505  0.96
O: 0.7851 0.5318 -0.3490  -0.51
C: -0.5245 2.5142 0.1362  0.69
F: -1.3840 3.1562 0.9097  -0.22
F: -1.0489 2.2814 -1.0723  -0.26
F: 0.5698 3.2480 -0.0016  -0.21
Mg: 0.7554 -0.9643 -1.5516  0.88
S: -0.0440 -3.7749 -0.2501  -0.10
O: -0.6707 -2.3318 -0.8828  -0.86
S: 2.1393 -2.7259 0.1875  0.15
O: 2.3390 -2.0778 -1.2869  -0.57
O: 0.9485 0.8458 1.9407  -0.66



Entry 6:
Here is a cluster of 13 separate species, C7H41NO12 in total from the OMol25 dataset. Energies are from ωB97M-V/def2-TZVPD.

Calculated values
Kohn-Sham gap ... 9.71 eV
Total charge ... 0
Lowest unoccupied orbital energy ... 0.19 eV
E_HOMO ... -0.3499 hartree

Last column: Mulliken charge in e.
CARTESIAN COORDINATES (ANGSTROEM)
C: -1.2867 -1.1927 -0.0749  0.03
C: -1.1331 -2.1824 -1.2098  -0.83
C: 0.0548 -0.5055 0.2282  -0.50
N: -0.1721 0.7278 1.0289  1.13
C: -0.4229 0.4162 2.4487  -1.37
C: 2.3043 1.2474 1.1611  -1.86
C: 0.9032 1.7511 0.8664  0.67
C: 0.8297 2.3374 -0.5323  -1.50
H: -2.0494 -0.4131 -0.3575  -0.15
H: -1.6704 -1.6577 0.8198  0.43
H: -0.3247 -2.9228 -1.0904  -0.29
H: -2.0862 -2.6898 -1.3654  0.53
H: -0.9185 -1.6329 -2.1427  0.17
H: 0.8043 -1.1951 0.7293  0.01
H: 0.5121 -0.1942 -0.7323  0.24
H: -0.8199 1.2953 2.9631  0.28
H: 0.4842 0.1442 2.9970  0.36
H: -1.1572 -0.3816 2.5644  0.37
H: 3.0261 2.0687 1.1476  0.45
H: 2.6160 0.5356 0.4469  0.44
H: 2.4083 0.8094 2.1701  0.34
H: 0.6280 2.5551 1.5923  0.23
H: 1.4634 3.2621 -0.6260  0.45
H: -0.1698 2.6583 -0.8334  0.26
H: 1.1514 1.6487 -1.3448  0.29
H: -1.9532 2.0479 -1.4676  0.25
H: -2.9430 1.4263 -2.4283  0.39
O: -2.0679 1.8243 -2.4047  -0.80
H: 1.3585 3.7282 4.2009  0.29
H: 1.1473 2.2714 3.7355  0.28
O: 0.6990 3.1180 3.8524  -0.58
H: 3.6460 -3.0943 -1.1851  0.43
H: 3.8821 -3.3529 0.3372  0.44
O: 4.1942 -2.8267 -0.4216  -0.77
H: 2.0894 -2.8556 -2.8359  0.40
H: 2.9558 -4.0918 -3.0406  0.31
O: 2.4677 -3.6375 -2.3430  -0.72
H: -4.2761 1.6950 2.8977  0.25
H: -3.1239 1.6489 1.8494  0.42
O: -3.3030 1.7175 2.8152  -0.69
H: -1.6090 1.4507 0.5078  0.61
H: -2.1215 2.9434 0.8143  0.47
O: -2.3547 2.0896 0.2957  -1.02
H: -2.3279 3.3323 2.7970  0.39
H: -0.8918 3.7791 2.6844  0.24
O: -1.7378 3.8733 2.2234  -0.75
H: 2.5087 -0.8600 -3.8646  0.31
H: 0.9611 -0.8087 -3.6466  0.37
O: 1.7429 -1.4481 -3.7608  -0.73
H: -3.7492 1.3810 -0.4586  0.39
H: -5.0875 1.6367 -1.2495  0.28
O: -4.3661 1.0036 -1.1259  -0.73
H: 0.2774 -4.8690 -0.5265  0.31
H: 1.6338 -4.6255 -1.2158  0.48
O: 1.2092 -5.1338 -0.4915  -0.72
H: -0.3304 0.8005 -4.5723  0.24
H: -0.7375 0.9409 -3.0944  0.46
O: -0.0389 0.5805 -3.6912  -0.62
H: 2.2662 -4.6825 0.8520  0.44
H: 2.2209 -3.3584 1.6407  0.30
O: 2.7840 -4.1338 1.4669  -0.79